Entry 1:
Formula: C13H24BCoF2N4O10P3STe
Source: the OMol25 dataset
Level of theory: ωB97M-V with the def2-TZVPD basis set

Geometry as XYZ:
```
60
Properties=species:S:1:pos:R:3:forces:R:3
Co 0.44728 0.75114 0.39967 0.03 -0.51 -0.32
N 2.53532 2.13020 -3.22139 0.01 -0.23 -0.89
C 1.90579 1.42758 -2.22731 -1.33 -1.16 -0.30
S 1.62557 2.20785 -0.76817 0.74 1.25 0.23
N 1.44903 0.20222 -2.56652 0.45 1.24 0.67
N 1.19254 -0.53577 -1.41861 0.38 -1.55 -1.60
C 0.84032 -1.77404 -1.67804 -0.50 2.82 -0.29
C 1.21854 -2.77962 -0.74071 1.42 -2.17 0.66
C 2.45991 -3.44556 -0.90731 -2.01 2.78 -1.43
C 2.88374 -4.38667 -0.03109 0.90 -1.55 1.70
C 1.98280 -4.79145 1.01768 -0.07 0.41 -0.28
C 0.70638 -4.26026 1.04605 2.97 -0.94 1.02
N 0.35763 -3.19595 0.27165 -2.70 0.56 0.19
H 3.11096 2.91689 -2.96777 -0.36 -0.16 -0.22
H 2.46789 1.74399 -4.15905 0.45 0.24 0.48
H 0.32208 -2.03940 -2.60249 0.59 0.06 -0.29
H 3.04774 -3.07968 -1.77202 -0.21 -0.29 0.74
H 3.92298 -4.71062 0.01734 -0.22 -0.06 -0.23
H 2.43244 -5.41171 1.82026 -0.99 0.15 -0.54
H 0.07910 -4.52363 1.86230 -0.65 -0.07 0.29
C 0.54903 -0.19995 4.79425 0.09 0.61 -0.62
C 1.47038 0.86491 4.18365 0.59 -0.03 -1.91
O 2.55283 1.21212 5.04250 0.00 0.84 0.88
P 0.66088 2.31871 3.38263 -1.48 -0.38 -2.14
O 1.82987 3.33317 3.05854 0.18 -0.27 0.55
O -0.33481 2.83975 4.51839 -0.09 1.62 0.82
O -0.15159 2.04961 2.14800 0.54 -0.07 1.53
P 2.37232 0.25926 2.63313 -2.44 -0.85 -3.36
O 3.31744 -0.84480 3.25733 1.74 -0.71 0.44
O 3.15206 1.44829 2.06672 0.08 -0.67 1.17
O 1.39098 -0.46417 1.67149 2.27 0.85 2.81
H -0.00850 0.22979 5.63412 0.06 -0.17 -0.09
H 1.18247 -1.02003 5.12564 -0.05 -0.10 0.11
H -0.14550 -0.57534 4.01235 0.42 0.30 0.46
H 3.06100 1.95538 4.65315 -0.57 -0.61 0.03
H 2.47800 2.75554 2.42828 -0.44 0.09 0.53
H -0.84788 3.65594 4.30852 0.67 -1.05 -0.10
H 4.27158 -0.78397 3.04400 -1.01 0.20 0.06
F -1.86605 -3.65944 1.15840 0.16 -0.03 0.44
B -1.09207 -2.64849 0.62487 1.06 -0.22 -0.78
F -1.19343 -1.45413 1.24747 0.08 -0.28 0.08
C -2.00638 0.63756 -5.49511 0.19 -0.33 -0.09
C -2.50628 -0.01676 -4.22414 -0.07 -1.82 -0.09
O -1.72510 0.40338 -3.07681 -0.86 -0.08 -1.27
P -2.32633 0.19212 -1.59672 3.03 -0.71 1.94
O -1.34783 0.78613 -0.59968 -2.26 -0.76 -1.82
Te -2.53934 -2.37550 -1.38362 -0.49 1.64 -0.39
O -3.66780 1.04793 -1.58074 -0.96 0.15 -0.08
C -3.58915 2.48493 -1.38058 1.03 0.01 -0.82
C -4.81695 2.93519 -0.61008 -0.02 0.46 -0.20
H -2.39658 0.11302 -6.40380 -0.01 0.52 0.77
H -0.91919 0.51721 -5.52911 -0.08 0.25 0.06
H -2.27827 1.68913 -5.48219 0.15 0.18 -0.34
H -2.44597 -1.14346 -4.40919 0.25 1.21 0.81
H -3.57758 0.15727 -4.05737 0.18 0.30 0.06
H -3.45593 2.94014 -2.41436 -0.49 -0.30 1.20
H -2.66124 2.72154 -0.83655 -0.32 -0.28 -0.05
H -5.61501 3.20804 -1.29806 -0.26 -0.17 -0.02
H -4.59104 3.85501 -0.03929 -0.04 -0.53 -0.05
H -5.17107 2.12946 0.04951 0.26 0.38 -0.12
```
Forces are in eV/Å.

Calculated values
Orbital gap (spin up / spin down) = 3.53 / 3.08 eV
HOMO level (spin up / spin down) = 0.67 / 1.11 eV
DFT total energy = -4779.21565 hartree
<S²> = 3.7936
Spin multiplicity = 4
Charge = -2

=====

Entry 2:
Formula: C17H56N6O11
Source: the OMol25 dataset
Level of theory: ωB97M-V with the def2-TZVPD basis set

Geometry as XYZ:
```
90
Properties=species:S:1:pos:R:3:forces:R:3
C -2.68194 16.51183 5.02364 1.72 -0.81 0.71
O -3.81700 15.80646 5.18996 -4.27 -1.00 0.76
H -2.17064 15.66636 4.56335 1.55 1.33 -1.05
H -2.86729 17.47426 4.54670 0.73 -0.08 -0.45
H -2.24310 16.59804 6.01766 0.67 0.78 -0.02
H -4.39332 16.29939 5.77858 -0.41 -0.20 0.06
C -13.17057 20.47148 10.75360 -0.03 0.48 0.48
O -14.04839 20.92098 9.73748 0.04 -0.71 -0.59
H -12.79156 19.46099 10.60081 -0.40 -0.01 -0.64
H -12.28986 21.11170 10.80408 0.06 0.14 0.24
H -13.69051 20.44320 11.71119 0.14 0.14 0.23
H -14.45715 21.75959 9.96380 0.21 -0.05 0.27
C -1.44332 15.74249 13.95467 -0.87 1.07 -0.29
O -1.19931 15.21268 14.96566 1.44 -3.20 4.03
N -0.71622 16.65591 13.40384 4.86 3.93 -1.66
N -2.52629 15.63040 13.26393 -6.16 -1.55 -2.92
H 0.26413 16.65977 13.64668 -0.29 0.42 0.11
H -1.02822 17.31011 12.70043 0.21 -0.52 0.10
H -3.23974 14.93334 13.42266 0.37 0.15 0.57
H -2.84079 16.34040 12.61811 0.42 -0.29 0.04
C -14.11729 18.69026 2.55949 -4.05 0.74 1.71
O -15.32406 18.70735 2.68460 -1.49 -0.03 0.21
N -13.53881 18.44087 1.44549 2.28 -1.12 -4.25
N -13.29887 19.01303 3.51916 2.38 0.48 2.56
H -12.53424 18.53785 1.48474 -0.27 0.06 -1.22
H -14.10988 18.64802 0.63860 0.60 -0.30 -0.16
H -12.34377 18.77891 3.28877 0.08 0.32 1.29
H -13.67494 19.07946 4.45419 0.48 -0.16 -0.14
C -10.35090 28.99345 4.51713 -1.93 -3.14 2.60
O -10.64639 28.00718 5.15581 0.27 -1.61 1.12
N -10.47298 30.17940 4.96126 -0.65 5.84 2.40
N -9.98345 28.96715 3.30145 2.14 -1.25 -6.40
H -10.45575 30.91721 4.27174 0.04 0.26 0.75
H -10.86649 30.34839 5.87597 0.02 -0.06 -0.37
H -9.85707 28.04424 2.91112 -0.17 0.31 -0.19
H -10.15422 29.73822 2.67186 0.28 -0.35 0.08
C -7.46605 20.48068 7.47711 0.35 -0.46 1.39
C -6.69026 20.41143 8.82905 0.98 0.13 -0.58
O -5.74615 19.32329 8.80668 -0.21 -0.12 -0.03
H -8.04805 19.58250 7.27056 -0.17 -0.05 0.44
H -6.73704 20.48781 6.66681 0.00 0.59 0.05
H -8.13556 21.34014 7.51121 0.12 0.05 -0.40
H -7.21366 20.38476 9.78479 -0.87 -0.44 -0.40
H -6.07920 21.30287 8.97064 -0.18 0.48 -0.46
H -4.87469 19.71160 8.91337 0.00 -0.18 -0.02
C -11.92359 11.98355 6.08676 -0.50 0.92 -0.12
C -11.91069 12.86388 7.39175 1.49 -0.61 -3.00
O -11.43150 11.92707 8.26603 -0.45 -1.39 2.94
H -12.02939 12.60402 5.19685 -0.27 -0.18 -0.14
H -12.69320 11.21440 6.15172 -0.64 0.50 0.02
H -11.07267 11.32002 5.93262 0.68 0.71 0.48
H -12.85604 13.37667 7.56915 -0.27 -0.49 0.33
H -11.11652 13.61045 7.38972 -0.22 0.68 -0.80
H -11.70013 12.16166 9.15732 0.18 -0.14 0.28
C 1.40791 23.42371 9.84891 0.28 1.25 1.20
C -0.01217 23.01328 9.84731 -0.91 -0.56 -0.28
O -0.05257 21.65641 9.48277 -0.42 -1.23 -0.47
H 1.87082 23.36526 8.86382 0.06 -0.30 0.09
H 1.87368 22.82370 10.63067 0.58 -0.12 -0.41
H 1.49878 24.45656 10.18515 0.11 0.17 -0.08
H -0.64093 23.59607 9.17417 0.01 0.21 -0.18
H -0.50964 22.99706 10.81703 0.31 0.61 0.24
H 0.71738 21.45768 8.94490 -0.04 -0.04 -0.11
C -2.20384 23.93426 2.38818 0.64 -0.61 0.62
C -1.41458 23.33385 1.22849 -0.90 0.56 -1.85
O -1.53216 24.23529 0.08384 0.74 0.12 0.35
H -1.59627 24.74986 2.78027 -0.31 0.19 0.05
H -2.35079 23.22439 3.20218 0.32 -0.21 0.11
H -3.21817 24.27864 2.18660 0.23 0.09 -0.65
H -1.69922 22.34846 0.85957 -0.54 -0.18 0.49
H -0.34011 23.22650 1.37704 -0.07 0.40 0.52
H -2.27745 24.04663 -0.49108 -0.12 -0.35 0.36
C -9.72056 15.50085 14.87763 -0.41 -1.01 -0.50
C -11.11076 14.98543 15.37230 1.11 -0.95 -0.93
O -11.56512 15.91197 16.23237 -1.08 2.95 3.19
H -9.03636 14.68219 14.65448 -0.22 -0.26 -0.23
H -9.18433 16.04634 15.65416 -0.56 0.17 0.21
H -9.77023 16.11423 13.97797 -0.19 0.10 0.13
H -11.04027 14.05440 15.93471 0.57 -0.58 -0.41
H -11.98969 14.91140 14.73191 0.90 -0.79 -1.69
H -12.35411 15.54899 16.64146 -0.11 0.36 0.22
C -5.72963 17.04718 -0.71067 -0.50 -1.21 -0.44
C -6.97592 16.42334 -0.01353 -0.55 2.05 -0.79
O -7.34590 17.29383 1.04787 -0.14 -0.25 0.69
H -5.72996 16.68385 -1.73834 0.81 -0.89 0.06
H -4.82749 16.87301 -0.12424 0.17 -0.24 -0.43
H -5.74745 18.10514 -0.97239 -0.81 0.29 1.00
H -7.03058 15.39932 0.35595 1.12 -0.19 -0.24
H -7.81473 16.46365 -0.70843 -0.02 0.12 -0.20
H -6.79554 17.00595 1.77987 -0.08 0.32 0.36
```
Forces are in eV/Å.

Calculated values
Orbital gap = 9.53 eV
SMILES = NC(N)=O.NC(N)=O.NC(N)=O.CCO.CCO.CCO.CCO.CCO.CCO.CO.CO
HOMO level = -9.54 eV
DFT total energy = -1837.27400 hartree
Spin multiplicity = 1
Relative energy (zero: lowest compared OMol25 entry of this formula, charge and spin) = 647.2 kJ/mol
Charge = 0

=====

Entry 3:
Formula: C4H8IrMgO3
Source: the OMol25 dataset
Level of theory: ωB97M-V with the def2-TZVPD basis set

Geometry as XYZ:
```
17
Properties=species:S:1:pos:R:3:forces:R:3
O 1.38502 1.77878 -0.21900 -1.75 -1.43 2.38
Mg 2.57223 0.35564 0.10967 0.77 -0.16 -0.60
Ir -0.02799 0.80885 0.73848 1.27 4.62 -1.48
O 1.04347 -0.79617 0.16750 1.91 -0.45 -0.62
O -1.56244 -0.41260 0.37465 -0.18 -0.94 0.97
C -2.76299 0.11146 -0.21538 -1.33 0.83 -0.44
C -1.12801 -1.68047 -0.13535 0.04 -1.30 -1.04
C -2.51942 1.50216 -0.66273 1.19 1.02 -0.61
C 0.29907 -1.96235 0.30428 -0.67 -1.89 0.80
H -3.57826 0.04072 0.52948 0.38 0.08 -0.19
H -3.06436 -0.53014 -1.05876 0.28 -0.02 0.15
H -1.13660 -1.59965 -1.23513 -0.14 -0.04 0.31
H -1.83571 -2.45729 0.18687 0.30 0.19 -0.04
H -1.45362 1.95017 -0.85215 -2.07 -0.90 0.27
H 0.36569 -2.31235 1.34866 -0.19 0.13 -0.27
H 0.68965 -2.78318 -0.32042 -0.07 0.40 0.11
H -3.33224 2.04734 -1.14905 0.26 -0.15 0.31
```
Forces are in eV/Å.

Calculated values
Orbital gap (spin up / spin down) = 6.28 / 7.32 eV
HOMO level (spin up / spin down) = -16.11 / -18.60 eV
DFT total energy = -686.46414 hartree
<S²> = 8.7707
Spin multiplicity = 6
Relative energy (zero: lowest compared OMol25 entry of this formula, charge and spin) = 0.0 kJ/mol
Charge = +2

=====

Entry 4:
Formula: C5H14NO
Source: the OMol25 dataset
Level of theory: ωB97M-V with the def2-TZVPD basis set

Geometry as XYZ:
```
21
Properties=species:S:1:pos:R:3:forces:R:3
C -1.65542 -1.23217 -1.38915 0.16 0.72 -0.93
C -0.94520 -0.22404 -0.50031 -1.89 0.05 -0.53
C 0.25095 -0.87741 0.26986 0.76 -0.12 1.20
C 1.13750 0.03814 1.10652 0.23 0.08 -2.48
C 2.10282 0.84459 0.16802 3.15 -2.78 0.91
O 1.56567 1.10376 -1.15295 -2.25 2.54 4.90
N -1.96026 0.38052 0.35518 2.06 -0.86 0.36
H -2.08603 -2.02406 -0.83435 -0.26 -1.02 0.70
H -2.49501 -0.74450 -1.90136 0.35 0.00 0.05
H -0.97888 -1.63286 -2.14911 -0.03 -0.01 0.19
H -0.58664 0.59322 -1.10226 0.40 0.23 -0.29
H -0.16979 -1.66767 0.88644 -0.12 -0.05 0.20
H 0.93031 -1.38979 -0.45132 -0.63 0.60 -0.09
H 0.51015 0.74416 1.75637 0.05 0.44 -0.04
H 1.73652 -0.56724 1.80748 -0.27 0.50 0.31
H 2.97334 0.21933 -0.04264 0.07 -0.35 0.35
H 2.55926 1.68170 0.72906 -0.51 0.18 -0.63
H 0.93950 1.59543 -0.40243 -0.16 0.12 -4.41
H 0.05099 2.23847 1.00012 -0.27 -1.39 0.26
H -1.54069 1.19601 0.80101 -0.67 0.91 0.21
H -2.33908 -0.27558 1.04581 -0.18 0.20 -0.24
```
Forces are in eV/Å.

Calculated values
Orbital gap = 5.32 eV
HOMO level = -14.89 eV
DFT total energy = -328.33925 hartree
Spin multiplicity = 1
Relative energy (zero: lowest compared OMol25 entry of this formula, charge and spin) = 911.0 kJ/mol
Charge = +1

=====

Entry 5:
Formula: C34H25CdN7O8STe
Source: the OMol25 dataset
Level of theory: ωB97M-V with the def2-TZVPD basis set

Geometry as XYZ:
```
77
Properties=species:S:1:pos:R:3:forces:R:3
Cd 0.67717 0.29015 -0.32727 -0.04 0.07 0.21
C -2.89162 1.41784 1.32494 -0.09 0.03 0.01
N -1.79703 2.33130 1.11707 0.44 0.02 -0.22
C -0.90863 2.54552 2.23212 -0.12 0.20 -0.05
C -0.13831 1.35080 2.73019 -0.19 -0.06 -0.06
N 0.07695 0.24280 2.07383 -0.02 -0.01 0.02
C 0.73560 -0.60031 2.96541 0.03 0.09 -0.07
C 1.17818 -1.90878 2.79736 0.01 -0.01 -0.02
C 1.84876 -2.49697 3.85360 0.00 0.03 0.02
C 2.06774 -1.80631 5.05418 0.00 -0.01 -0.03
C 1.60589 -0.51517 5.24389 0.01 -0.02 0.07
C 0.93305 0.07031 4.17924 0.04 -0.07 -0.04
N 0.34125 1.30344 4.00327 -0.11 0.10 0.17
C -2.96194 0.33928 0.29345 -0.55 -0.47 0.30
N -2.04164 -0.53215 0.01941 0.10 -0.31 0.28
C -2.58827 -1.35450 -0.94949 -0.37 -0.38 0.23
C -2.02347 -2.43974 -1.61494 -0.55 -0.75 0.63
C -2.79050 -3.07920 -2.57045 -0.18 -0.12 0.18
C -4.09623 -2.65584 -2.86719 -0.03 0.10 0.04
C -4.67430 -1.58397 -2.20977 -0.10 -0.13 -0.11
C -3.89769 -0.95018 -1.24632 0.14 -0.06 0.20
N -4.12296 0.12891 -0.41349 -0.09 -0.25 0.26
H -2.80971 0.95157 2.31169 -0.02 -0.14 0.00
H -3.84693 1.95877 1.31462 -0.05 -0.01 0.01
H -1.32064 2.13947 0.24048 0.03 0.27 0.01
H -0.22935 3.36138 1.97638 0.09 -0.11 0.10
H -1.49844 2.90109 3.08302 0.00 0.11 0.01
H 1.01532 -2.42235 1.85792 0.04 0.00 0.00
H 2.23232 -3.50364 3.74646 0.00 0.01 -0.02
H 2.62115 -2.29097 5.84923 -0.03 -0.01 0.01
H 1.76582 0.00530 6.17965 0.02 0.04 -0.03
H 0.37820 2.09066 4.63202 0.08 0.03 -0.07
H -1.00171 -2.73393 -1.40933 -0.30 -0.20 0.14
H -2.36754 -3.90670 -3.12543 -0.02 0.00 0.03
H -4.65249 -3.16427 -3.64475 -0.01 0.00 -0.01
H -5.67211 -1.24439 -2.45903 -0.02 0.00 0.02
H -4.88833 0.77676 -0.47031 0.06 0.00 0.02
O -2.13465 1.18596 -1.81226 0.52 0.91 -1.10
C -2.50493 0.88308 -2.92514 0.01 -0.01 -0.09
C -2.00792 -0.18784 -3.79554 0.20 0.13 0.02
C -2.65902 -0.36412 -5.00132 -0.09 0.04 -0.03
C -2.26402 -1.33888 -5.90307 0.10 -0.05 0.13
C -1.15539 -2.16218 -5.60569 -0.03 0.03 -0.09
C -0.49789 -2.02202 -4.42475 -0.01 0.16 0.03
C -0.89305 -1.04278 -3.43600 0.19 0.62 -0.73
O -0.30447 -0.95945 -2.34163 0.83 0.71 -0.32
N -2.97216 -1.50533 -7.13256 -0.03 -0.01 -0.06
O -3.96341 -0.81316 -7.35042 0.00 0.03 0.03
O -2.56918 -2.34175 -7.93797 0.03 -0.02 0.04
H -3.34800 1.44625 -3.38894 -0.01 0.00 -0.02
H -3.50191 0.26732 -5.25689 0.00 0.01 0.03
H -0.84838 -2.89784 -6.33626 0.00 -0.02 0.02
H 0.35142 -2.64411 -4.17065 0.02 -0.01 -0.02
O 3.60662 6.31672 3.19419 -0.03 0.05 0.04
C 2.82603 5.39834 3.48858 -0.04 -0.04 0.02
O 2.09023 5.23868 4.49241 0.05 0.03 0.02
C 2.71161 4.23952 2.49983 -0.16 -0.03 -0.03
C 3.11200 2.96396 2.88817 0.05 -0.02 0.01
C 2.84216 1.88970 2.07062 0.04 -0.05 -0.08
N 2.19482 1.99663 0.90673 -0.05 -0.06 -0.05
C 1.84806 3.21972 0.50010 0.10 0.02 0.03
C 2.10466 4.35920 1.25397 0.07 0.03 0.02
C 1.07914 3.32386 -0.81745 0.02 -0.11 0.02
O 0.96090 4.43307 -1.31991 -0.01 0.06 -0.07
O 0.60162 2.22928 -1.28597 -0.24 0.05 0.09
H 3.59965 2.81095 3.84328 -0.04 0.01 0.02
H 3.11175 0.88635 2.37452 0.03 -0.02 0.00
H 1.78155 5.31825 0.87419 0.02 0.00 -0.02
Te 1.98629 -1.96029 -1.09315 0.35 -0.33 -0.03
C 3.68271 -2.32812 0.13504 0.00 0.00 -0.01
C 4.44746 -3.46574 0.11370 -0.02 -0.05 0.04
C 5.56489 -3.42903 0.99737 -0.04 -0.03 -0.04
C 5.64347 -2.25785 1.68703 -0.03 0.08 0.00
S 4.36054 -1.21001 1.24339 0.01 0.02 -0.06
H 4.20728 -4.30729 -0.52318 0.02 0.00 0.02
H 6.27599 -4.23755 1.10847 -0.01 0.00 0.00
H 6.37598 -1.94749 2.41550 0.01 -0.05 -0.01
```
Forces are in eV/Å.

Calculated values
Orbital gap = 6.65 eV
HOMO level = -2.71 eV
DFT total energy = -3129.94002 hartree
Spin multiplicity = 1
Relative energy (zero: lowest compared OMol25 entry of this formula, charge and spin) = 33.9 kJ/mol
Charge = -2

=====

Q: Which of these has the highest charge?
A: C4H8IrMgO3